{"formula": "C14H32BFN10O3", "method": "ωB97M-V/def2-TZVPD", "symbols": ["C", "B", "O", "C", "C", "N", "C", "C", "N", "C", "C", "N", "C", "C", "C", "F", "C", "C", "N", "N", "N", "H", "H", "H", "H", "H", "H", "H", "H", "H", "H", "H", "H", "H", "H", "H", "H", "H", "H", "H", "H", "H", "H", "H", "H", "N", "C", "N", "O", "H", "H", "H", "H", "N", "C", "N", "O", "H", "H", "H", "H"], "coordinates": [[2.742, -2.694, 1.801], [1.573, -2.279, 0.822], [0.989, -3.240, 0.060], [1.049, -0.759, 0.610], [0.361, -0.806, -0.670], [-0.186, -0.770, -1.715], [2.308, 0.120, 0.359], [2.128, 1.337, -0.565], [3.254, 2.278, -0.446], [0.131, -0.362, 1.826], [-0.553, -1.595, 2.231], [-1.135, -2.549, 2.539], [1.047, -0.058, 3.066], [1.136, 1.378, 3.573], [1.869, 2.370, 2.716], [3.230, 2.167, 2.799], [-0.906, 0.748, 1.666], [-2.107, 0.617, 0.696], [-1.906, 1.299, -0.576], [-2.481, -0.738, 0.417], [-3.282, 1.334, 1.300], [2.914, -3.758, 1.759], [3.646, -2.147, 1.575], [2.451, -2.492, 2.823], [1.096, -4.101, 0.464], [3.015, -0.513, -0.165], [2.812, 0.437, 1.258], [1.241, 1.897, -0.300], [2.111, 1.010, -1.588], [4.091, 1.828, -0.792], [3.432, 2.494, 0.524], [2.054, -0.390, 2.881], [0.709, -0.647, 3.903], [1.691, 1.333, 4.501], [0.190, 1.817, 3.848], [1.680, 3.366, 3.092], [1.585, 2.366, 1.674], [-0.392, 1.659, 1.407], [-1.325, 0.904, 2.646], [-0.938, 1.533, -0.719], [-2.441, 2.157, -0.590], [-2.949, -1.189, 1.185], [-3.060, -0.770, -0.402], [-3.599, 0.760, 2.074], [-2.949, 2.180, 1.755], [0.491, -5.628, -3.316], [0.035, -4.469, -3.899], [0.088, -3.365, -3.104], [-0.383, -4.448, -5.046], [0.838, -5.674, -2.379], [0.466, -6.461, -3.871], [-0.243, -2.499, -3.485], [0.421, -3.377, -2.158], [-3.854, 2.389, -3.290], [-3.236, 3.588, -3.083], [-3.419, 4.528, -4.061], [-2.556, 3.801, -2.093], [-4.413, 2.184, -4.095], [-3.714, 1.677, -2.596], [-2.970, 5.414, -3.933], [-3.968, 4.373, -4.883]], "forces_ev_per_angstrom": [[-0.95, 0.24, -0.09], [0.38, -0.22, 0.31], [-0.47, 0.27, -0.07], [0.60, -0.25, -0.32], [-2.46, 0.46, -3.41], [2.05, -0.27, 3.11], [-0.27, 0.08, -0.73], [1.01, 0.43, 0.98], [-0.20, -0.26, -0.30], [0.66, -0.41, 0.34], [-1.40, -1.22, 0.03], [0.87, 0.89, -0.04], [-0.13, 0.65, 0.11], [0.34, -0.15, -0.11], [-0.55, 0.49, 0.26], [0.75, -0.29, -0.11], [-0.06, -0.33, -0.45], [-1.23, 0.88, -0.40], [0.08, -0.09, 0.41], [0.50, -0.32, 0.24], [0.52, -0.37, 0.26], [0.32, -0.39, -0.16], [0.37, 0.10, 0.06], [0.09, 0.21, 0.39], [0.24, -0.40, -0.12], [0.37, -0.24, -0.03], [-0.05, -0.04, 0.41], [-0.49, 0.02, -0.27], [-0.50, -0.01, -0.45], [0.18, 0.07, -0.07], [0.09, 0.08, 0.16], [0.29, -0.18, -0.15], [-0.26, -0.28, 0.27], [0.20, 0.01, 0.37], [-0.52, -0.04, -0.04], [-0.02, 0.38, 0.11], [-0.06, -0.13, -0.27], [0.16, 0.41, -0.07], [-0.11, -0.03, 0.48], [0.08, -0.01, -0.40], [0.04, 0.20, -0.11], [-0.07, -0.18, 0.20], [-0.10, 0.09, -0.28], [-0.27, -0.09, 0.05], [-0.04, 0.29, -0.17], [0.00, -0.01, -0.04], [-0.02, 0.11, 0.02], [0.07, -0.26, -0.23], [0.04, -0.05, 0.08], [0.00, 0.04, 0.03], [-0.01, -0.03, -0.04], [-0.04, 0.09, 0.07], [-0.08, 0.07, 0.09], [-0.05, 0.09, 0.07], [-0.04, -0.24, -0.11], [0.00, -0.01, 0.08], [0.03, 0.22, 0.09], [0.01, 0.02, -0.05], [0.12, -0.05, 0.01], [0.03, 0.03, 0.02], [-0.02, -0.05, -0.02]], "homo_energy_ev": -9.3, "homo_lumo_gap_ev": 9.488, "smiles": "CB(O)[C@](C#N)(CCN)[C@@](C#N)(CCCF)CC(N)(N)N.NC(N)=O.NC(N)=O", "e_lumo_ev": 0.2}


{"formula": "H48HfO24", "method": "ωB97M-V/def2-TZVPD", "symbols": ["Hf", "O", "H", "H", "O", "H", "H", "O", "H", "H", "O", "H", "H", "O", "H", "H", "O", "H", "H", "O", "H", "H", "O", "H", "H", "O", "H", "H", "O", "H", "H", "O", "H", "H", "O", "H", "H", "O", "H", "H", "O", "H", "H", "O", "H", "H", "O", "H", "H", "O", "H", "H", "O", "H", "H", "O", "H", "H", "O", "H", "H", "O", "H", "H", "O", "H", "H", "O", "H", "H", "O", "H", "H"], "coordinates": [[-22.088, 13.631, -16.449], [-20.082, 15.294, -13.359], [-19.401, 15.911, -13.089], [-20.563, 15.101, -12.554], [-22.348, 10.365, -17.029], [-21.858, 10.053, -17.790], [-23.248, 10.081, -17.191], [-20.938, 12.463, -18.146], [-20.736, 12.609, -19.070], [-20.655, 11.564, -17.977], [-21.121, 12.559, -12.271], [-20.981, 11.649, -12.012], [-20.665, 13.071, -11.603], [-22.893, 10.883, -19.555], [-22.303, 10.213, -19.899], [-23.672, 10.824, -20.108], [-20.282, 12.897, -20.675], [-20.643, 13.144, -21.526], [-19.507, 12.376, -20.885], [-22.553, 14.179, -14.147], [-23.278, 14.659, -13.746], [-21.989, 13.938, -13.413], [-18.868, 15.514, -18.558], [-18.692, 15.916, -19.408], [-18.073, 15.672, -18.048], [-23.612, 11.090, -13.163], [-23.324, 10.244, -12.819], [-23.849, 11.597, -12.387], [-21.397, 15.054, -18.273], [-21.838, 15.459, -19.020], [-20.507, 15.406, -18.301], [-23.795, 17.852, -17.097], [-23.548, 18.749, -16.873], [-24.317, 17.938, -17.894], [-19.783, 9.899, -18.813], [-19.196, 10.205, -19.505], [-19.528, 8.988, -18.668], [-26.440, 14.698, -17.352], [-27.066, 13.988, -17.212], [-26.962, 15.408, -17.727], [-19.750, 14.092, -16.261], [-19.239, 14.423, -17.000], [-19.095, 13.847, -15.608], [-23.994, 15.152, -16.460], [-24.884, 14.940, -16.743], [-24.007, 16.098, -16.315], [-17.557, 13.489, -14.753], [-16.856, 12.969, -15.145], [-17.177, 14.361, -14.645], [-25.198, 15.273, -13.694], [-25.605, 15.840, -13.039], [-25.903, 14.693, -13.981], [-25.090, 10.297, -17.112], [-25.299, 9.921, -17.967], [-25.457, 9.678, -16.481], [-19.488, 9.911, -15.728], [-19.014, 9.415, -15.061], [-20.076, 9.272, -16.130], [-23.912, 12.216, -15.597], [-24.487, 11.664, -16.127], [-23.908, 11.800, -14.735], [-20.896, 12.058, -15.085], [-20.856, 12.151, -14.134], [-20.404, 11.257, -15.269], [-23.726, 12.920, -18.133], [-24.570, 13.184, -18.497], [-23.395, 12.262, -18.745], [-23.660, 15.535, -19.524], [-24.267, 14.959, -19.989], [-24.209, 16.249, -19.199], [-21.606, 15.999, -15.926], [-21.040, 16.139, -15.167], [-21.871, 16.879, -16.193]], "forces_ev_per_angstrom": [[-0.46, 0.82, -0.35], [-0.17, -0.11, -0.59], [0.36, 0.28, 0.25], [0.02, 0.30, 0.35], [1.10, 0.13, 0.73], [0.06, -0.26, -0.17], [-0.61, -0.05, 0.05], [-0.84, 0.33, 2.50], [-0.05, 0.95, -1.57], [0.28, -0.70, 0.28], [-0.13, 0.31, -0.47], [-0.09, -0.41, 0.30], [0.41, 0.03, 0.39], [-0.55, 0.15, -0.33], [0.45, -0.20, -0.28], [-0.26, -0.27, -0.58], [0.06, -0.11, 0.45], [-0.28, 0.14, -0.33], [0.41, -0.04, -0.25], [0.85, -0.71, -1.33], [-1.47, 0.63, -0.30], [0.46, -0.72, 0.20], [0.08, -0.17, 0.29], [0.13, 0.12, -0.55], [0.47, 0.38, 0.09], [0.14, 0.20, -0.26], [-0.08, -0.48, -0.02], [-0.23, 0.21, 0.32], [-0.90, -1.15, 0.82], [-1.26, -0.13, -0.37], [1.18, 0.15, 0.32], [0.27, -0.59, 0.16], [-0.05, 0.52, 0.19], [-0.19, 0.32, -0.19], [-0.66, 0.42, 0.12], [0.29, -0.03, -0.25], [0.19, -0.43, 0.06], [0.37, -0.20, -0.19], [-0.31, -0.30, 0.17], [-0.29, 0.39, -0.13], [-1.86, 0.30, -0.56], [-0.14, 0.11, -0.68], [0.87, -0.80, 1.27], [1.91, -1.58, 0.18], [-1.16, -0.63, -0.30], [0.46, 0.88, 0.20], [-0.73, 0.17, -0.24], [0.34, -0.35, -0.08], [0.36, 0.29, 0.32], [0.64, -0.11, -0.14], [-0.13, 0.31, 0.35], [-0.23, -0.21, -0.06], [0.14, 0.11, 0.06], [-0.30, -0.10, -0.38], [-0.36, -0.42, 0.33], [-0.17, 0.46, 0.02], [0.40, -0.20, 0.31], [-0.30, -0.27, -0.13], [1.08, 1.89, -0.65], [-0.22, -0.28, -1.06], [0.51, -0.35, 1.39], [-1.69, 2.14, -0.70], [-0.20, 0.50, 0.95], [0.87, -1.54, -0.98], [0.67, 0.78, 0.99], [-0.44, 0.72, 0.42], [1.00, -0.97, -0.36], [0.05, -0.03, 0.07], [-0.10, 0.00, -0.47], [-0.06, 0.22, -0.10], [0.21, -0.64, 0.37], [0.42, -0.29, 0.82], [-0.56, 0.23, -0.71]], "homo_energy_ev": -21.5, "homo_lumo_gap_ev": 10.710, "total_charge": 4, "relative_energy_kcal_mol": 0.0, "e_lumo_ev": -10.8}


{"formula": "C5H12N2", "method": "ωB97M-V/def2-TZVPD", "symbols": ["C", "N", "N", "C", "C", "C", "H", "H", "H", "H", "H", "H", "H", "H", "C", "H", "H", "H", "H"], "coordinates": [[0.597, -1.765, -1.697], [-0.241, -1.377, -0.806], [-0.205, -0.388, -0.039], [0.085, -0.124, 1.223], [0.687, -1.217, 2.029], [-0.294, 1.217, 1.791], [1.681, -1.510, -1.860], [0.510, -2.737, -2.182], [-0.169, -1.825, 2.483], [1.222, -0.782, 2.919], [1.378, -1.907, 1.481], [-0.464, 1.904, 1.083], [0.450, 1.658, 2.537], [-1.206, 0.940, 2.291], [-0.782, 1.646, -2.200], [-1.362, 2.427, -2.728], [-1.429, 0.944, -1.614], [0.127, 1.987, -1.791], [-0.585, 0.909, -2.918]], "forces_ev_per_angstrom": [[1.75, -0.84, 0.48], [0.56, -2.82, -1.07], [0.43, 4.10, 3.30], [0.41, -1.57, -4.15], [-0.12, -0.71, 2.11], [1.75, -2.63, 3.11], [-1.05, 1.10, 0.63], [-1.28, 0.27, -0.04], [1.10, 0.49, -0.60], [-0.32, -0.50, -0.87], [-0.76, 0.74, 0.33], [-0.79, 2.39, -2.78], [-0.93, -0.93, -0.90], [-0.63, 0.65, 0.70], [-2.67, -0.64, -0.52], [0.30, -0.28, 0.60], [0.50, 1.61, 0.49], [0.75, 0.35, 0.93], [1.01, -0.76, -1.73]], "homo_energy_ev": -8.6, "homo_lumo_gap_ev": 9.657, "smiles": "C=NN=C(C)C.C", "relative_energy_kcal_mol": 84.6, "e_lumo_ev": 1.0}


{"formula": "C5H12N2", "method": "ωB97M-V/def2-TZVPD", "symbols": ["C", "C", "C", "C", "N", "C", "N", "H", "H", "H", "H", "H", "H", "H", "H", "H", "H", "H", "H"], "coordinates": [[-0.740, -1.930, -1.750], [-1.361, -0.526, -1.594], [-0.486, 0.523, -0.878], [0.042, 0.123, 0.487], [-0.076, 1.248, 1.434], [0.796, 1.527, 2.299], [2.000, 0.867, 2.572], [-1.477, -2.534, -2.270], [0.225, -1.818, -2.242], [-0.544, -2.464, -0.815], [-1.510, -0.166, -2.611], [-2.337, -0.553, -1.111], [-1.075, 1.443, -0.834], [0.348, 0.756, -1.545], [1.120, -0.028, 0.385], [-0.530, -0.713, 0.882], [0.627, 2.455, 2.845], [2.260, 0.340, 1.761], [2.716, 1.450, 2.984]], "forces_ev_per_angstrom": [[-0.40, 0.58, 0.78], [0.65, -0.08, 0.27], [-0.42, -0.07, -1.01], [0.53, 1.59, 0.79], [-1.03, -0.16, -0.41], [0.44, 0.42, -0.15], [-0.92, 0.38, -0.03], [0.38, -0.25, -0.50], [-0.11, -0.34, -0.43], [-0.07, 0.31, 0.13], [-0.26, 0.15, -0.07], [-0.07, -0.22, 0.04], [0.10, -0.05, 0.37], [0.12, 0.01, 0.07], [-0.09, -1.13, -0.18], [0.36, -0.33, 0.12], [0.09, -0.23, 0.38], [0.74, -0.36, 0.06], [-0.03, -0.19, -0.24]], "homo_energy_ev": -9.1, "homo_lumo_gap_ev": 10.105, "smiles": "CCCC/N=C\\N", "relative_energy_kcal_mol": 21.3, "e_lumo_ev": 1.0}